Record 1
25
Properties=species:S:1:pos:R:3 method="wB97M-V/def2-TZVPD" e_homo_ev="-7.62 / -7.38" orbital_gap_ha="0.31613 / 0.29587"
O 2.58211 -1.65547 0.71910
C 3.79650 1.40816 -0.15366
H 3.17940 1.88399 0.65975
H 4.73366 1.06285 0.22411
H -2.48350 -1.05755 -1.63577
H 2.80619 -0.07718 2.19898
N -1.05586 -0.67994 -0.12204
H -3.63541 0.78281 0.42153
C -0.18157 -0.56400 -1.01383
C 3.17919 0.19989 -0.88864
H -3.68680 -1.40390 1.33290
C 2.14789 -0.52144 1.47809
H -0.05888 -0.78158 -2.04927
H 3.93997 -0.51369 -1.12217
C -2.38533 -0.72962 -0.46336
H 4.08947 2.17290 -0.87599
C 2.27849 -0.49072 0.05440
H -3.48495 0.74600 -1.33480
C -3.35280 -1.66616 0.29658
H -2.95612 -2.64404 0.42644
H 2.55307 0.39421 -1.75467
C -2.99627 0.70221 -0.43291
H -4.25319 -1.80981 -0.32308
H 1.10433 -0.77838 1.84088
H -2.12139 1.20034 -0.40496

***

Record 2
60
Properties=species:S:1:pos:R:3 method="wB97M-V/def2-TZVPD" e_homo_ev="-2.02 / -1.98" multiplicity=3 s_squared=2.005 orbital_gap_ha="0.19717 / 0.19461" charge=-2
H 5.28890 -1.24249 1.59936
C 3.41288 0.79878 0.38159
H 4.46217 3.22089 1.07326
C -2.69915 2.68627 1.44773
N 4.59398 0.56408 0.90903
C 1.07728 -3.29278 -0.87393
C -2.51982 1.72604 -1.13363
H 1.81262 5.53184 -1.08243
O -1.19043 -1.00901 1.74880
C -0.04913 -3.91590 -4.47235
C -0.92097 -2.52913 5.03001
C 3.61777 3.29352 0.39942
H -1.32151 -2.67931 -5.66228
C 0.51626 -2.26913 4.62788
N 1.93816 2.19375 -0.87087
Ni 0.55324 -0.59754 0.81220
H 0.09945 -4.67007 -5.23547
N -2.42731 1.36584 -2.55100
N -4.81632 3.78742 0.89998
O 1.87369 -4.26362 -0.73082
N 2.62418 -0.29924 0.25754
H 3.05217 -2.30141 0.86237
N 3.21689 4.50263 0.03080
O -1.29724 -2.97942 6.09061
H -4.36472 2.70362 -1.50415
O 1.40869 -1.25047 2.57249
C -0.83773 -2.80284 -4.69923
C 0.58582 -4.09278 -3.24068
C -1.80657 -2.10811 3.87232
H 0.67260 3.45010 -1.89641
C 1.52762 3.40259 -1.22996
C -1.47330 1.29609 -0.22014
C 3.36428 -1.27476 0.75158
C -0.89741 -1.54654 2.87663
C 2.97652 2.13836 -0.04833
N -0.57734 1.79035 2.08540
C 0.40607 -3.13320 -2.21735
O -3.01980 -2.22385 3.81944
C 0.44430 -1.66667 3.30059
O -1.33455 1.41349 -3.07444
O -4.84825 4.24155 2.03185
H -0.52996 -1.28672 -1.70385
C 2.16130 4.55049 -0.78135
H 1.71236 -5.07452 -2.13355
O -0.60782 0.47835 -0.55800
O 1.35108 -5.18243 -3.08078
C -1.01253 -1.84563 -3.70729
C -1.62180 1.91497 1.08526
O -5.69555 3.97218 0.07108
N 4.54037 -0.77213 1.12456
O -3.47369 1.20604 -3.16088
O 0.50403 1.31707 1.73590
C -0.39362 -2.02640 -2.48054
H -1.62139 -0.96827 -3.88230
C -3.69644 2.95097 0.52772
O 0.87499 -2.45865 0.03978
O 1.50814 -2.51225 5.29829
C -3.60200 2.47247 -0.77602
O -0.76660 2.21716 3.19719
H -2.75491 3.08837 2.44732

***

Record 3
15
Properties=species:S:1:pos:R:3 method="wB97M-V/def2-TZVPD" e_homo_ev=-12.48 orbital_gap_ha=0.27048 charge=+1
N 0.52187 0.21876 -0.41614
Cu -0.87178 0.16162 2.36437
Br -1.93243 -1.46903 1.58282
H 1.46661 1.74528 0.56938
H -0.27355 -1.50662 -1.26284
C -0.55344 -0.72734 -0.55399
H -1.31408 -0.24832 -1.17048
H 2.27935 1.03292 -1.49175
H 1.74909 -0.52055 -1.97893
H -0.99525 -1.07686 0.37914
H 0.64651 0.81698 -2.25017
Cu -2.41237 -1.12971 3.67365
C 1.38373 0.41491 -1.55521
O -0.28092 1.20297 1.49678
C 0.58666 1.08501 0.61338

***

Record 4
21
Properties=species:S:1:pos:R:3 method="wB97M-V/def2-TZVPD" e_homo_ev=-9.81 orbital_gap_ha=0.38199
H 2.55968 -0.82581 1.36571
H 0.60595 1.44971 1.11990
H 0.40327 1.09581 -1.46502
C 1.39624 -0.45340 -0.33764
H -3.03780 -1.65560 0.42532
H -0.25842 -1.55434 0.53430
O -3.35552 -0.77739 0.65031
O -1.99914 1.43960 -0.41818
H 2.03065 0.71898 -2.08488
H 2.94274 0.73438 0.44834
H -2.64670 -0.13062 0.67722
H -0.54522 0.86149 1.78227
C 2.28682 -0.11121 0.60797
H 1.21391 -2.47684 0.35009
H -1.40539 1.75141 0.30153
H -2.63932 2.17107 -0.39692
C 1.13419 0.30080 -1.62049
C 0.59045 -1.71688 -0.14059
H 0.71656 -0.40969 -2.33341
O -0.20344 1.75066 1.58456
H 0.21050 -2.16214 -1.05038

***

Record 5
81
Properties=species:S:1:pos:R:3 method="wB97M-V/def2-TZVPD" e_homo_ev=-8.68 orbital_gap_ha=0.16301 charge=+1
C 0.74693 1.78622 -3.35298
C -6.64964 0.77719 3.70252
H -7.57916 0.50497 3.17901
H -4.44594 0.84219 0.31503
H -0.01901 0.69083 -5.65106
C -4.28665 3.43874 5.64855
H 0.73920 -3.42731 -4.55064
H -4.06484 -1.18312 7.47528
H -1.05828 3.26855 5.49638
H -4.22415 4.51124 5.88963
H -0.66534 -3.57247 0.02075
H 6.57289 -0.52313 0.77407
H 2.06573 4.40685 -0.97581
H -4.89719 3.86236 2.48390
C 0.76543 -2.35261 -4.37288
H -4.37798 -2.00195 1.83357
C 0.81841 0.32198 -3.72763
H -1.35995 1.23073 6.58618
N 1.32167 -0.58422 -2.86432
C -4.29686 -0.54615 6.60759
H 1.32662 -4.42343 0.68067
H 2.45988 -3.28883 -2.13261
H -1.02825 -2.16910 -1.04409
H -6.21241 0.66848 0.42405
H -6.15368 -1.90822 1.86847
H -4.55211 0.45474 6.98165
H -6.66134 1.86306 3.86638
H -0.28359 2.14639 -3.50395
H -0.36521 -0.03330 5.82215
H 0.05843 -1.74598 -6.32551
H -3.70989 5.13303 2.86186
C 1.94676 -3.51788 0.74903
H -5.42364 2.15362 1.01104
Mg 2.24067 0.04584 -1.00701
Te -1.21731 0.46701 2.02674
H -5.33932 3.19869 5.44717
Si -5.20592 0.23019 2.62201
P 1.21447 2.25050 -1.62533
H 1.39361 2.37548 -4.02418
H -5.24661 -2.17299 3.37721
C -5.23688 -1.64159 2.41624
H 1.73235 4.36274 -2.74286
C 0.36087 -1.42421 -5.32834
H 0.79048 -3.76157 -2.11113
H -3.96994 2.87575 6.53676
H -1.39892 4.74720 4.56529
H 1.56673 0.31854 2.42803
C -0.35861 2.88000 -0.96093
H -0.54352 2.42273 0.02386
H -0.87504 -1.92818 0.72379
H 2.98874 -3.73777 0.47874
H -0.30218 3.97231 -0.84882
O 6.24701 -1.36762 0.51416
C -3.83202 4.05661 2.66747
H 6.70878 -1.55131 -0.32716
H -5.18430 -0.96417 6.11277
P 1.29049 -2.20523 -0.32879
Si -3.17907 3.11333 4.16081
C -0.49698 -2.49781 -0.14153
H -1.18353 2.62063 -1.63718
O 1.05190 0.65901 1.66871
H 1.92092 -3.13674 1.78018
C 0.35028 -0.07764 -4.97693
H -2.29047 -2.91939 5.74580
H -3.27690 3.81219 1.75155
H -3.23915 -2.68851 4.25710
H 3.19578 3.55991 -2.07331
C -5.32279 1.06306 0.93838
H -1.50472 -2.30280 4.27243
H -0.18934 0.99676 3.26111
C -2.42780 -2.27108 4.86672
C 1.18902 -1.90431 -3.12398
Si -3.19792 0.84140 3.64155
H -1.21557 -0.36918 7.35213
C 1.48624 -2.91075 -2.03179
H -6.65466 0.28165 4.68225
Si -2.78868 -0.52712 5.47831
C -1.41403 3.64689 4.52908
H -0.71194 3.31823 3.75313
C 2.13932 3.80082 -1.88983
C -1.28909 0.15334 6.38538

***

Record 6
78
Properties=species:S:1:pos:R:3 method="wB97M-V/def2-TZVPD" e_homo_ev=-13.21 orbital_gap_ha=0.23198 charge=+2
N 5.74960 -1.93631 -0.08096
H -0.95669 -1.12638 -7.20298
H -4.21284 -0.99396 -1.52639
C -0.34412 0.48955 5.33260
C -1.48711 -4.01235 -1.15567
H 4.56854 1.28396 2.86250
H 4.15166 5.00530 0.75197
H -2.92378 -0.09150 -2.33380
C 1.26825 1.03045 -4.87505
O -0.52198 -6.11842 -0.51924
C -0.73579 -0.31220 -5.24306
H -0.81904 2.05640 2.38966
H 0.69695 -1.73358 3.02274
C 4.15341 -0.63606 -1.64150
C 2.86798 -0.46309 -1.25703
C -0.34056 -0.52870 -6.54490
Hf -0.02686 -0.12023 0.17471
C -2.81944 -0.51099 1.41993
C 2.52311 3.58365 0.54247
C 4.46883 3.21270 1.87375
C -3.01821 2.65695 -0.37788
O 0.63629 -1.86982 0.87098
C 4.59062 -0.00388 -2.85009
C -4.09525 -0.16390 1.66941
C 3.96582 1.91814 2.22240
C -0.28904 0.65817 -3.04903
H -5.12376 1.58408 1.02073
C 0.16203 -0.69048 4.80916
O -0.86839 1.93737 7.11067
C 0.85413 0.01949 -7.00909
H -2.46906 2.47391 -1.30022
C -3.37019 -1.07322 -2.21962
H -4.00797 3.03073 -0.63827
C -0.70450 1.49117 4.44107
H 2.43040 0.45999 2.03358
H 0.48323 -1.51586 5.42898
O -2.40985 -6.05707 -1.70275
H -2.51120 3.44007 0.18662
C 2.00015 2.28592 0.91915
C 0.07024 0.47512 -4.40817
C -1.50272 -5.51018 -1.13577
N -1.31345 -1.78171 -0.94436
H -3.76879 -1.40608 -3.17758
H 5.42601 3.52446 2.26849
C 0.37414 -3.05647 0.33620
H 1.16577 -0.16767 -8.02981
C -0.51133 0.81996 6.80842
N 4.88323 0.53088 -3.82806
H -0.33870 0.05965 8.67613
H 0.01339 -1.09333 7.44762
O 0.94918 -4.07666 0.61401
C -2.37619 -2.04688 -1.68872
H 1.88681 1.62931 -4.21699
N 1.74994 -0.30791 -0.93099
H -3.19990 -3.90067 -2.33217
N -0.56838 0.79587 -1.94023
H -1.66094 -0.73365 -4.86626
H -2.29847 -1.39785 1.74743
C 5.04480 -1.37253 -0.79775
C -3.13291 1.40581 0.41850
H 2.58657 1.20873 -6.54166
H -1.08363 2.42630 4.83201
C 0.28273 -0.83041 3.43851
C 1.65434 0.79549 -6.18043
N 0.81320 1.97993 0.36999
C -0.55795 1.27978 3.09466
C 3.78020 4.03338 1.04962
C -0.76243 -3.01032 -0.60022
H -4.87448 -0.65318 2.23145
H 0.13274 -5.49395 -0.14250
N -0.24932 -0.15958 7.69735
N 1.77439 4.28004 -0.29397
N -2.20662 0.47614 0.63984
N -2.48708 -3.37592 -1.83711
N -4.27020 1.04796 1.03332
N -0.07691 0.13243 2.57309
C 2.77079 1.45072 1.77249
Se 0.36658 3.36296 -0.71194

***

Let's list energy relative to the best compared isomer or geometry (same formula, charge and spin) in order: 7.721 0.081 4.265 1.008 1.753 0.277 eV.